# 1
100
Properties=species:S:1:pos:R:3:mulliken_charge:R:1 method="wB97M-V/def2-TZVPD" total_charge=-1 fmax_ev_per_a=0.3 orbital_gap_ev=6.016 total_energy_ha=-14976.55564 de_lowest_ev=0.000
Rb -2.00774 -0.88760 0.16616 0.427
C -1.58609 -5.31035 0.21090 -1.319
C -2.74174 -4.35825 0.05905 1.172
C -3.08942 -3.86839 -1.19701 -0.555
C -4.18631 -3.02606 -1.35582 -0.470
C -4.94689 -2.65780 -0.25572 -0.519
C -4.59351 -3.11638 1.00797 -0.622
C -3.49820 -3.95477 1.16063 -0.535
H -0.64785 -4.76631 0.33295 -0.122
H -1.48356 -5.94422 -0.67129 0.400
H -1.71880 -5.95100 1.08310 0.421
H -2.50893 -4.16510 -2.06451 0.335
H -4.44784 -2.66671 -2.34488 0.395
H -5.79259 -1.99339 -0.36611 0.420
H -5.14710 -2.80291 1.88388 0.403
H -3.23583 -4.29737 2.15556 0.371
C -1.20108 -1.71319 -4.23325 -0.820
Si 0.44797 -0.89070 -3.85236 -0.205
C 1.34084 -0.66615 -5.49434 -1.126
C 1.36791 -2.20155 -2.86213 -0.455
C 0.27681 0.73152 -2.97002 1.525
Si 1.59957 1.43168 -2.14156 -0.465
C 2.39269 -1.20300 0.73461 -0.535
C 1.52300 3.01509 -1.16089 -0.505
C 3.37979 0.88776 -2.23842 -1.206
Si -1.13908 1.89766 -3.23465 -0.552
C -0.71271 3.15096 -4.57692 -1.275
C -2.75998 1.10680 -3.75304 -1.001
C -1.55457 2.86858 -1.66502 -0.041
C -1.87132 4.22291 -1.66916 -0.331
C -2.26200 4.84253 -0.48746 -0.761
C -2.33445 4.08924 0.66743 -0.952
C -2.00142 2.74288 0.58999 -0.549
N -1.61079 2.14377 -0.53124 1.238
H -1.00650 -2.74415 -4.54246 0.413
H -1.74720 -1.22450 -5.03950 0.349
H -1.85999 -1.75415 -3.36376 -0.041
H 1.42330 -1.60947 -6.04043 0.343
H 2.34980 -0.27595 -5.33677 0.277
H 0.80882 0.04707 -6.12929 0.306
H 1.32763 -3.14874 -3.40785 0.385
H 0.89270 -2.37216 -1.89176 -0.150
H 2.42036 -1.98458 -2.68322 0.318
H 1.76333 -0.31589 0.74196 -0.614
H 3.25925 -1.03737 1.36989 0.605
H 2.68433 -1.44698 -0.28233 0.562
H 0.74778 2.95417 -0.39583 -0.423
H 1.28569 3.86755 -1.80075 0.590
H 2.48359 3.20235 -0.67824 0.436
H 3.53122 -0.04502 -2.77254 0.339
H 3.82536 0.81319 -1.24543 0.365
H 3.91962 1.67700 -2.77214 0.471
H -0.39049 2.62671 -5.48011 0.300
H 0.10627 3.80579 -4.26831 0.353
H -1.56742 3.77876 -4.84061 0.349
H -2.70804 0.65453 -4.74438 0.349
H -3.51660 1.89519 -3.78309 0.390
H -3.10522 0.35159 -3.04491 0.146
H -1.81147 4.78962 -2.59083 0.413
H -2.51018 5.89717 -0.47513 0.423
H -2.64523 4.50563 1.61604 0.618
H -2.07001 2.12587 1.47876 0.309
Se -4.68523 0.61186 1.29356 -0.694
Sb -3.93221 0.23656 3.57957 0.850
Se -3.92559 2.21175 4.92357 -0.581
Se -4.42003 -1.88325 4.59165 -0.667
Se -1.14012 -0.49019 3.32675 -0.507
Te 1.22836 -2.81842 1.47963 0.540
C 2.53293 -4.25926 0.67219 0.274
C 2.25193 -5.57230 0.41939 -0.503
C 3.37395 -6.30065 -0.06775 -0.557
C 4.48788 -5.52959 -0.18012 -0.579
S 4.17919 -3.91951 0.31969 -0.079
H 1.27466 -6.00921 0.57000 0.413
H 3.34444 -7.34864 -0.33026 0.370
H 5.46485 -5.81621 -0.53398 0.380
Ge 0.33412 1.23266 2.84510 0.432
C 2.14627 0.70860 3.40334 0.252
C 3.22995 1.47922 2.98026 -0.119
C 4.53236 1.10438 3.27581 -0.676
C 4.76867 -0.05511 4.00604 -0.480
C 3.69952 -0.81887 4.45049 -0.648
C 2.39630 -0.43487 4.15389 -0.231
C -0.00719 3.00658 3.57127 0.502
C 0.36902 4.12910 2.83452 0.021
C 0.20211 5.40650 3.35049 -0.655
C -0.35162 5.57116 4.61356 -0.405
C -0.73608 4.46118 5.35137 -0.645
C -0.56317 3.18451 4.83407 -0.808
H 0.47907 1.45466 1.30890 -0.370
H 3.05600 2.38420 2.40499 0.326
H 5.36336 1.71136 2.93646 0.397
H 5.78402 -0.35745 4.23175 0.373
H 3.87784 -1.72095 5.02301 0.410
H 1.56367 -1.04163 4.49261 0.441
H 0.78028 4.00869 1.83642 0.136
H 0.49192 6.27087 2.76467 0.410
H -0.49547 6.56661 5.01607 0.369
H -1.19615 4.58497 6.32355 0.425
H -0.89932 2.32732 5.40404 0.516

# 2
132
Properties=species:S:1:pos:R:3:mulliken_charge:R:1 method="wB97M-V/def2-TZVPD" total_charge=+1 fmax_ev_per_a=3.4 orbital_gap_ev=7.730 total_energy_ha=-18542.11711
C 7.34087 0.87386 3.12923 -0.822
C 6.32691 0.65687 1.91787 0.607
O 6.61291 -0.66445 1.37766 -0.655
B 6.14864 -0.79532 0.05676 0.921
O 6.87607 -0.14664 -0.94375 -0.428
N 4.91958 -1.66050 -0.16040 -0.508
C 5.04477 -2.88495 -1.03791 -0.372
C 3.67132 -3.62142 -0.61286 -0.977
C 2.69913 -2.32522 -0.74861 0.461
C 1.92232 -2.65600 -2.09254 -0.320
N 1.04996 -3.84792 -1.81659 -0.298
C 3.65932 -1.01049 -0.70740 0.760
C 3.01931 0.00546 0.33158 -0.973
C 2.87945 -0.58498 1.79807 -0.480
C 2.40147 0.60652 2.73522 -0.492
F 1.08437 0.93224 2.29490 -0.318
C 3.81335 -0.34541 -2.15733 -0.772
C 2.56149 0.53245 -2.55137 0.997
O 2.29745 0.52660 -3.95040 -0.268
C 1.62589 1.71582 -4.37491 -0.205
C 0.04315 1.58089 -4.32912 -0.529
O -0.44486 2.12832 -3.07037 -0.424
C -1.58677 1.40824 -2.67340 0.188
C -1.42043 0.08575 -2.05822 -0.214
C -2.58498 -0.73040 -1.66165 -0.460
C -3.96840 -0.27012 -1.83960 -0.360
C -5.24660 -1.14246 -1.46609 2.620
C -5.86065 -1.56609 -2.89094 -1.528
C -4.76055 -2.43600 -0.71345 -1.820
C -6.18885 -0.18791 -0.63239 -1.424
C -7.34729 -0.87691 0.19336 2.149
C -8.38526 0.29519 0.55239 -1.565
C -6.89408 -1.46367 1.59859 -0.855
C -8.18168 -1.95837 -0.58497 -1.627
C -4.11546 1.08288 -2.43674 -0.378
C -2.95562 1.89907 -2.83465 -0.923
H 6.85362 1.36508 4.00778 0.310
H 8.22229 1.45759 2.77024 -0.088
H 7.65661 -0.15313 3.46458 0.318
H 5.29695 0.66305 2.37565 -0.246
H 6.41623 1.48532 1.16650 0.203
H 7.25663 -0.76655 -1.59283 0.323
H 4.82606 -2.12322 0.76121 0.649
H 5.15219 -2.72790 -2.13531 0.491
H 5.84637 -3.55353 -0.60958 0.424
H 3.55742 -4.43096 -1.36973 0.311
H 3.67741 -3.88456 0.47833 0.282
H 1.85436 -2.31948 -0.00209 0.012
H 2.68254 -2.99569 -2.86260 -0.184
H 1.23559 -1.85355 -2.45542 -0.054
H 1.54410 -4.71760 -2.01900 0.184
H 0.28691 -3.77195 -2.49839 0.280
H 3.69537 0.90767 0.41434 0.585
H 1.98793 0.33533 0.03425 0.451
H 3.83645 -0.98393 2.22738 0.394
H 2.05515 -1.35168 1.86686 0.199
H 2.39905 0.29666 3.81309 0.357
H 3.04632 1.49811 2.53145 0.286
H 3.99385 -1.10587 -2.96836 -0.327
H 4.70665 0.34429 -2.20549 0.460
H 2.76945 1.57788 -2.17588 0.468
H 1.64162 0.17248 -2.01852 -1.274
H 1.88938 1.86392 -5.46098 0.401
H 1.87974 2.63067 -3.77703 0.123
H -0.44076 2.13870 -5.18413 0.407
H -0.15915 0.47183 -4.40626 0.338
H -0.38975 -0.33633 -1.91813 0.091
H -2.33904 -1.72902 -1.23433 0.371
H -6.50767 -2.47623 -2.80675 0.318
H -6.48032 -0.69366 -3.23371 0.321
H -5.01067 -1.67943 -3.61024 0.447
H -3.99040 -2.95305 -1.35101 0.482
H -5.57504 -3.11728 -0.37485 0.245
H -4.21208 -2.08556 0.21461 0.368
H -6.68066 0.58060 -1.29791 0.292
H -5.55622 0.41257 0.08873 0.315
H -9.37773 -0.21506 0.74431 0.371
H -8.56006 0.98747 -0.31308 0.260
H -8.12586 0.82156 1.50684 0.278
H -6.53753 -2.52828 1.46116 0.368
H -6.08560 -0.83981 2.05424 0.327
H -7.81145 -1.55771 2.25770 -0.219
H -8.64336 -1.49261 -1.50390 0.303
H -7.59880 -2.84643 -0.93593 0.294
H -9.04223 -2.33621 0.04007 0.429
H -5.14597 1.47277 -2.58603 0.270
H -3.11049 2.89590 -3.30458 0.383
C 4.07566 -3.80315 -6.15790 0.247
Cl 5.67384 -3.53252 -6.87119 -0.095
Cl 4.14204 -5.20362 -5.06733 -0.112
Cl 3.58702 -2.36603 -5.23841 0.055
Cl 2.89835 -4.10890 -7.44235 -0.082
C 0.34146 -7.04422 0.82052 0.289
Cl -0.37624 -5.42471 0.80176 -0.048
Cl 0.79966 -7.46985 2.47822 -0.092
Cl -0.83418 -8.21950 0.21188 -0.083
Cl 1.78693 -7.06507 -0.21417 -0.110
C -11.70804 3.06722 -0.13402 0.295
Cl -11.56049 2.69618 1.59355 -0.072
Cl -11.41507 1.59641 -1.07943 -0.098
Cl -13.33909 3.67286 -0.47128 -0.086
Cl -10.51684 4.30260 -0.57702 -0.070
C 7.81443 4.74388 3.72503 0.224
Cl 6.89618 3.99695 2.39799 -0.067
Cl 6.72633 5.03485 5.09288 -0.021
Cl 9.12865 3.66263 4.22814 -0.043
Cl 8.50220 6.28045 3.17610 -0.093
C 4.55207 5.18523 -4.46130 0.297
Cl 6.15846 5.46606 -5.15137 -0.089
Cl 4.61924 3.79640 -3.35542 -0.017
Cl 4.03064 6.62300 -3.56909 -0.087
Cl 3.39896 4.84603 -5.76385 -0.097
C 5.12793 3.66987 8.82324 0.351
Cl 4.08658 4.09836 10.18962 -0.088
Cl 4.22791 2.63896 7.69341 -0.094
Cl 5.64616 5.14589 7.98852 -0.088
Cl 6.55122 2.79596 9.41460 -0.091
C -8.81585 -2.51433 5.42467 0.348
Cl -9.82018 -2.15316 4.00670 -0.101
Cl -8.60478 -1.04092 6.38668 -0.098
Cl -9.60657 -3.75599 6.41059 -0.101
Cl -7.23395 -3.10371 4.89069 -0.098
C 11.54178 0.47294 3.02860 0.355
Cl 10.54388 0.82368 1.60381 -0.073
Cl 11.68662 1.93164 4.02704 -0.089
Cl 10.78786 -0.82118 3.97754 -0.103
Cl 13.15216 -0.04167 2.50250 -0.089
C -9.92005 7.44265 2.19095 0.343
Cl -10.60201 9.07812 2.14931 -0.098
Cl -9.49319 7.02237 3.85960 -0.100
Cl -11.11333 6.28671 1.57657 -0.027
Cl -8.46607 7.38261 1.17620 -0.113